C5H12 | ωB97M-V with the def2-TZVPD basis set

**Frontier orbital gap**: 10.7 eV
**SMILES string**: C=C.CCC
**Highest occupied orbital energy**: -9.551 eV
**E_LUMO**: 1.13 eV
**Energy above the lowest of the compared OMol25 structures with the same formula, charge and spin**: 57.6 kcal/mol

Last column: natural (NBO) charge in e.
CARTESIAN COORDINATES (ANGSTROEM)
C1 -1.834 0.826 -2.908  -0.429
C2 -0.833 1.697 -3.072  -0.339
H1 -2.272 0.732 -1.919  0.180
H2 -2.628 0.831 -3.654  0.213
H3 -0.478 2.465 -2.391  0.193
H4 -0.272 1.709 -4.006  0.181
C3 0.902 0.338 1.322  -0.617
C4 0.368 -1.067 1.542  -0.406
C5 1.161 -1.711 2.668  -0.604
H5 0.321 1.045 0.711  0.208
H6 1.827 0.313 0.736  0.202
H7 1.058 0.976 2.189  0.206
H8 0.341 -1.640 0.615  0.204
H9 -0.693 -0.983 1.800  0.196
H10 2.236 -1.549 2.599  0.204
H11 0.914 -1.241 3.625  0.202
H12 0.953 -2.765 2.789  0.208


C5H12BN3 | ωB97M-V with the def2-TZVPD basis set

**Frontier orbital gap**: 9.3 eV
**SMILES string**: CN(C)B(C#N)N(C)C
**Highest occupied orbital energy**: -8.685 eV
**E_LUMO**: 0.60 eV
**Energy above the lowest of the compared OMol25 structures with the same formula, charge and spin**: 0.0 kcal/mol

Last column: natural (NBO) charge in e.
CARTESIAN COORDINATES (ANGSTROEM)
B1 -0.147 -0.412 -0.305  0.887
C1 -0.377 -1.655 -1.490  0.040
C2 -0.854 -1.967 1.656  -0.407
C3 -0.627 0.450 1.985  -0.402
C4 0.330 0.847 -2.367  -0.426
C5 1.462 1.633 -0.425  -0.401
N1 -0.929 -2.407 -2.159  -0.365
N2 -0.475 -0.673 1.011  -0.677
N3 0.440 0.736 -0.935  -0.701
H1 -1.753 -1.894 2.303  0.200
H2 -0.856 -2.893 1.051  0.235
H3 -0.080 -2.176 2.427  0.187
H4 -0.337 1.325 1.408  0.216
H5 -1.713 0.604 2.342  0.197
H6 -0.023 0.213 2.907  0.198
H7 0.657 1.829 -2.705  0.201
H8 0.865 0.119 -2.978  0.198
H9 -0.645 0.518 -2.811  0.224
H10 1.162 2.790 -0.400  0.176
H11 1.666 1.292 0.666  0.215
H12 2.234 1.722 -1.181  0.205


C5H12BNO3 | ωB97M-V with the def2-TZVPD basis set

**Frontier orbital gap**: 9.1 eV
**SMILES string**: C=CN(C)C=O.CB(O)O
**Highest occupied orbital energy**: -8.868 eV
**E_LUMO**: 0.28 eV
**Energy above the lowest of the compared OMol25 structures with the same formula, charge and spin**: 17.5 kcal/mol

Last column: natural (NBO) charge in e.
CARTESIAN COORDINATES (ANGSTROEM)
B1 2.779 -0.277 -0.215  1.062
C1 -2.872 -0.872 0.679  0.548
C2 2.551 -1.859 -0.436  -0.987
C3 -0.323 1.585 0.542  -0.443
C4 -2.789 1.162 -0.516  -0.419
C5 -0.799 0.336 0.575  -0.028
N1 -2.138 0.158 0.285  -0.444
O1 -4.036 -0.999 0.435  -0.603
O2 2.793 0.332 0.981  -0.852
O3 2.691 0.623 -1.193  -0.883
H1 -2.253 -1.697 1.173  0.101
H2 1.599 -2.077 -0.116  0.232
H3 3.228 -2.417 0.172  0.227
H4 2.585 -2.097 -1.488  0.230
H5 2.916 0.378 -2.089  0.495
H6 -0.948 2.451 0.419  0.188
H7 0.745 1.953 0.699  0.238
H8 -1.907 1.791 -0.921  0.218
H9 -3.419 0.609 -1.162  0.231
H10 -3.329 1.825 0.125  0.200
H11 -0.089 -0.464 0.552  0.210
H12 3.013 -0.445 1.498  0.478


C5H12Br | ωB97M-V with the def2-TZVPD basis set

**Frontier orbital gap (spin up / spin down)**: 11.8 / 7.2 eV
**2S+1**: 2
**Highest occupied orbital energy (spin up / spin down)**: -10.791 / -10.511 eV
**E_LUMO (spin up / spin down)**: 1.06 / -3.33 eV

Last column: natural (NBO) charge in e.
CARTESIAN COORDINATES (ANGSTROEM)
Br1 0.273 0.042 0.432  -0.050
H1 2.405 -1.283 0.413  0.210
C1 2.354 -2.375 0.685  -0.237
C2 2.045 -2.368 2.198  -0.623
C3 1.149 -2.881 -0.106  -0.563
C4 3.495 -3.307 0.248  -0.394
C5 4.812 -3.075 0.970  -0.606
H2 1.689 -3.350 2.560  0.201
H3 2.906 -2.087 2.836  0.214
H4 1.233 -1.625 2.371  0.218
H5 0.828 -3.874 0.268  0.213
H6 0.335 -2.100 0.031  0.188
H7 1.392 -2.873 -1.180  0.216
H8 3.164 -4.340 0.455  0.195
H9 3.646 -3.224 -0.845  0.202
H10 5.614 -3.755 0.653  0.210
H11 5.164 -2.065 0.761  0.203
H12 4.691 -3.214 2.047  0.203


C5H12CaLiN2O3S | ωB97M-V with the def2-TZVPD basis set

**Frontier orbital gap**: 1.8 eV
**Highest occupied orbital energy**: -8.679 eV
**E_LUMO**: -6.92 eV
**Total charge**: +1

Last column: natural (NBO) charge in e.
CARTESIAN COORDINATES (ANGSTROEM)
N1 -0.686 4.338 -1.671  -0.562
N2 -0.045 3.224 -2.067  -0.280
C1 1.070 3.048 -1.541  0.048
S1 2.647 3.487 -1.599  -0.270
H1 0.024 5.085 -1.651  0.278
C2 1.601 -0.972 -0.541  -0.260
O1 1.242 -0.088 0.515  -0.551
C3 -0.078 0.405 0.385  -0.106
C4 -1.006 -0.297 1.341  -0.107
O2 -1.158 -1.678 0.973  -0.524
C5 -0.437 -2.536 1.759  -0.171
H2 2.556 -1.428 -0.281  0.191
H3 0.857 -1.759 -0.687  0.191
H4 1.722 -0.415 -1.474  0.174
H5 -0.438 0.306 -0.643  0.216
H6 -0.059 1.468 0.634  0.210
H7 -1.994 0.167 1.281  0.205
H8 -0.649 -0.205 2.375  0.165
H9 -0.918 -2.573 2.765  -0.070
H10 0.609 -2.242 1.878  0.235
H11 -0.476 -3.531 1.311  0.229
Ca1 -2.499 -3.028 3.886  1.247
O3 -1.894 -2.081 -1.864  -0.828
H12 -2.206 -1.642 -1.063  0.394
Li1 2.215 2.946 -4.023  0.944


C5H12CeFO2 | ωB97M-V with the def2-TZVPD basis set

**Frontier orbital gap (spin up / spin down)**: 6.4 / 6.5 eV
**2S+1**: 2
**Highest occupied orbital energy (spin up / spin down)**: -15.809 / -15.797 eV
**E_LUMO (spin up / spin down)**: -9.43 / -9.33 eV
**Total charge**: +2

Last column: Löwdin charge in e.
CARTESIAN COORDINATES (ANGSTROEM)
F1 3.029 0.732 -0.275  -0.229
C1 -0.410 0.200 1.233  -0.169
O1 0.548 -0.001 0.182  -0.371
C2 1.574 -0.986 0.401  -0.127
C3 2.710 -0.634 -0.515  -0.041
H1 -0.406 2.034 0.664  0.010
H2 -0.284 -0.533 2.043  0.125
H3 -0.060 1.020 1.868  0.065
H4 1.167 -1.973 0.146  0.163
H5 1.898 -0.979 1.450  0.155
H6 2.446 -0.716 -1.575  0.161
H7 3.605 -1.217 -0.277  0.163
C4 -2.591 0.815 -1.228  -0.066
O2 -1.581 -0.173 -1.132  -0.165
C5 -1.369 -0.732 0.109  -0.134
H8 -3.455 0.353 -1.718  0.110
H9 -2.892 1.184 -0.234  0.099
H10 -2.240 1.678 -1.814  0.092
H11 -1.078 -1.783 -0.007  0.148
H12 -2.316 -0.801 0.670  0.126
Ce1 1.706 2.511 0.008  1.884


Electronic energy per entry: -5377.443, -10526.319, -13689.683, -75420.731, -43962.765, -25096.176 eV